1.
The following is a DFT calculation (wB97M-V/def2-TZVPD) of the molecule CHClF2OS2.

Multiplicity ... 1
Orbital gap ... 9.74 eV
E_HOMO ... -0.3627 hartree

Atoms and positions in Å:
F1 0.24 -1.63 -0.80
C1 -0.55 -0.65 -0.38
F2 -1.77 -1.02 -0.69
S1 -0.36 0.95 -1.52
O1 -0.52 -0.43 0.97
S2 0.92 -0.52 1.86
Cl1 1.56 1.32 1.62
H1 0.49 1.97 -1.07



2.
The following is a DFT calculation (wB97M-V/def2-TZVPD) of a cluster of 2 separate species, C4H10FPS in total.

Multiplicity ... 1
Orbital gap (spin up / spin down) ... 5.90 / 8.87 eV
E_HOMO (spin up / spin down) ... -0.2518 / -0.3129 hartree

Atoms and positions in Å:
C1 1.84 0.73 -1.50
C2 -2.15 -0.79 0.67
C3 1.73 -0.68 -0.90
C4 -0.77 -0.37 0.17
F1 -1.94 -0.25 3.96
P1 -0.37 0.06 3.48
S1 0.09 -1.44 -0.89
H1 0.98 0.83 -2.29
H2 1.81 1.60 -0.67
H3 2.80 0.86 -2.07
H4 -2.76 -1.16 -0.18
H5 -2.21 -1.29 1.67
H6 -2.69 0.12 1.06
H7 2.06 -0.75 0.19
H8 2.44 -1.46 -1.48
H9 -0.23 0.58 0.35
H10 -0.57 1.35 3.51



How do the records compare in ΔE to the lowest compared entry with this formula, charge and spin? In the order shown, they have 0.684; 4.619 eV.